Record 1
Molecular formula: C49H41Cl2MnN2OP2S
Method: DFT, the ωB97M-V functional and the def2-TZVPD basis

Each line ends with the Mulliken charge.
Geometry (Å):
1 H -1.70 3.89 -2.67  0.37
2 C 5.37 -0.86 0.41  0.00
3 H 3.84 4.21 -1.58  0.50
4 H -1.19 5.86 1.21  0.45
5 H -1.49 3.73 5.10  0.47
6 Mn 0.91 -0.42 -0.77  0.32
7 C -0.80 4.06 0.13  -0.14
8 H 2.47 0.57 -3.71  0.03
9 H -3.71 4.03 -4.05  0.47
10 H 3.40 -0.92 -3.82  0.33
11 C 1.97 3.17 -1.46  -0.60
12 C -0.79 2.66 0.17  0.33
13 C -4.60 -3.66 -0.08  -0.74
14 H -1.05 -3.31 -4.55  0.48
15 H -2.25 -0.35 -2.31  0.54
16 H -5.61 -4.01 -0.26  0.43
17 H 3.72 -5.96 0.93  0.45
18 S 3.04 -1.26 -0.99  -0.31
19 C -1.14 2.71 4.99  -1.93
20 P -0.39 1.69 -1.30  1.72
21 C 3.52 0.35 1.21  0.06
22 C -4.27 -2.33 -0.33  -0.80
23 H 1.89 -6.16 -0.71  0.48
24 C -1.40 0.56 3.73  0.49
25 C 0.84 -4.44 0.01  -0.65
26 H 7.20 -0.54 1.45  0.48
27 H -0.06 2.72 4.86  0.36
28 H -1.37 2.20 5.92  0.47
29 N 0.66 -2.01 -4.64  -0.02
30 C -0.65 -2.14 3.58  -0.17
31 C -0.43 -2.13 -2.77  -0.74
32 H -0.37 -3.19 3.52  0.63
33 C -1.14 2.03 1.36  -0.51
34 C -2.26 2.99 -2.88  -0.52
35 Cl 6.09 -1.97 -0.70  -0.19
36 H -5.02 -1.64 -0.69  0.52
37 H -3.88 1.57 3.18  0.36
38 C 2.91 -5.24 0.93  -0.70
39 C 5.60 0.62 2.29  -0.62
40 H 3.79 1.64 2.90  0.57
41 H -0.99 -2.19 5.69  0.45
42 C -1.48 2.73 2.52  0.40
43 C 2.49 -0.42 -4.15  -1.33
44 Cl 1.78 0.73 1.11  0.07
45 H 6.21 1.06 3.06  0.44
46 C 1.86 -3.30 1.87  -0.88
47 C -4.12 1.92 -3.96  -0.77
48 H 0.12 2.18 -4.13  0.39
49 H 0.05 -4.54 -0.73  0.46
50 C 0.92 2.59 -2.17  0.90
51 C -0.99 -1.58 4.79  -1.59
52 C 3.03 3.75 -2.13  -0.87
53 C -2.98 -1.89 -0.10  -0.06
54 H 1.96 3.19 -0.37  0.48
55 H -4.26 -0.20 -3.70  0.51
56 C -3.64 -4.53 0.41  -0.83
57 H -1.64 0.16 5.82  0.41
58 C -1.17 4.78 1.25  -1.54
59 H -3.64 1.57 4.93  0.42
60 C 1.28 -1.20 -3.76  0.28
61 C 0.81 -3.41 0.95  0.81
62 P -0.38 -2.07 0.77  2.18
63 C -2.01 -2.77 0.38  0.53
64 C -1.07 -0.04 2.53  -0.42
65 C 4.25 0.95 2.21  -0.72
66 H 2.00 3.23 -5.31  0.50
67 C -1.84 1.75 -2.38  0.00
68 H 0.97 -2.15 -5.59  0.23
69 N 0.63 -1.25 -2.60  1.37
70 O -1.14 0.65 1.33  0.42
71 C 1.88 -5.36 0.01  -0.92
72 H -3.71 3.10 4.05  0.43
73 C 2.90 -4.21 1.86  -0.85
74 H -1.62 -4.78 1.04  0.50
75 C -3.39 3.07 -3.67  -0.78
76 H 2.51 -0.33 -5.23  0.52
77 C -3.36 2.07 4.00  -1.72
78 C 6.15 -0.28 1.40  -0.69
79 H -2.74 -0.84 -0.25  0.42
80 H 3.70 -4.12 2.58  0.50
81 C 0.94 2.61 -3.56  -1.20
82 H 3.87 4.24 -4.05  0.44
83 C -1.50 4.12 2.42  -0.16
84 H -1.78 4.70 3.28  0.43
85 C -3.71 0.69 -3.47  -1.22
86 C -0.41 -2.61 -4.03  -1.19
87 C -1.84 2.02 3.81  1.45
88 C 2.00 3.20 -4.23  -0.54
89 C 4.01 -0.55 0.28  0.26
90 C -0.66 -1.37 2.42  -0.07
91 C -2.35 -4.09 0.64  -0.66
92 C -2.57 0.61 -2.68  0.50
93 H -1.11 -2.37 -1.97  0.51
94 H -5.01 1.99 -4.58  0.42
95 C -1.36 -0.25 4.86  -0.17
96 H -3.90 -5.56 0.61  0.48
97 H -0.52 4.58 -0.78  0.52
98 C 3.05 3.77 -3.52  -0.64
99 H 1.87 -2.49 2.59  0.47

Calculated values
* spin multiplicity: 5
* strongest force on any atom: 0.50 eV/Å
* ⟨S²⟩: 6.209
* ΔE to the lowest compared entry with this formula, charge and spin: 0.046 eV
* energy: -142274.266 eV
* total charge: +2
* HOMO-LUMO gap (spin up / spin down): 5.516 / 7.447 eV
* LUMO energy (spin up / spin down): -7.62 / -5.80 eV
* HOMO level (spin up / spin down): -13.13 / -13.24 eV

Record 2
Molecular formula: C49H42F11O2
Method: DFT, the ωB97M-V functional and the def2-TZVPD basis

Each line ends with the Mulliken charge.
Geometry (Å):
1 H 10.82 -6.50 0.05  0.25
2 H -0.67 4.32 0.20  0.41
3 H -1.17 4.46 -3.77  0.18
4 C -0.42 -3.18 0.90  -0.53
5 F 5.67 -1.68 -0.34  -0.33
6 H -10.03 6.02 1.31  0.40
7 C 6.56 -2.09 -1.42  0.77
8 C -3.34 -5.09 5.35  -0.46
9 C 2.76 -6.10 -1.16  0.74
10 C -2.09 -4.55 7.34  -0.47
11 C -3.83 5.49 -5.61  -0.41
12 H -7.45 3.78 0.99  0.53
13 H 8.31 -1.32 -0.24  0.13
14 H 11.07 -7.78 -1.35  0.30
15 C -6.71 1.07 2.89  -0.62
16 C -0.88 -0.48 1.32  0.74
17 F -8.71 2.30 2.70  -0.34
18 H -8.46 4.70 2.71  0.52
19 H -6.78 5.87 4.12  0.44
20 H 9.63 -6.64 -1.33  0.28
21 H 8.71 -2.68 -2.94  0.09
22 F 3.11 -7.32 -0.52  -0.24
23 C -1.93 -1.37 1.42  -0.22
24 C -0.09 3.85 -0.59  -0.64
25 C -1.66 -3.37 5.28  -0.20
26 H 10.56 -3.54 -0.49  0.23
27 C -7.44 7.82 3.53  0.31
28 H 1.21 -0.20 0.94  0.51
29 C 9.95 -3.86 -1.41  -0.36
30 C 4.00 -5.39 -1.89  0.34
31 C 6.35 -4.08 -3.39  -0.40
32 C 10.76 -6.72 -1.08  -0.78
33 F -6.53 8.44 4.30  -0.31
34 H -0.22 1.87 0.27  0.43
35 C -3.23 6.54 -6.29  -0.43
36 C 0.63 -2.27 0.81  -0.48
37 C 5.91 -3.41 -2.04  0.42
38 C 0.40 -0.92 1.02  -0.62
39 C -1.17 6.09 -5.15  0.28
40 C 1.15 4.01 -2.66  -0.52
41 C 5.65 -5.35 -3.98  -0.55
42 H 7.20 -3.62 -3.99  0.28
43 C 4.43 -6.02 -3.24  -0.66
44 C 9.14 -2.53 -1.89  -0.25
45 H -5.07 3.46 0.32  0.41
46 H 0.20 5.68 -1.69  0.43
47 C -3.07 -5.31 6.70  -0.41
48 C 11.48 -5.58 -1.95  0.59
49 C 7.99 -2.30 -0.77  -1.17
50 O 12.71 -5.75 -2.18  -0.58
51 F 2.16 -5.21 -0.20  -0.23
52 H -3.56 3.92 -4.16  0.39
53 C -7.43 2.12 2.34  0.35
54 C -2.63 -4.12 4.66  0.23
55 H 1.53 4.60 -3.48  0.41
56 F 6.50 -0.98 -2.39  -0.35
57 C 0.91 1.89 -1.55  0.19
58 H 9.12 -4.57 -1.02  0.19
59 H -1.11 -2.62 4.72  0.49
60 F 1.71 -6.37 -2.11  -0.27
61 H -3.61 -6.07 7.25  0.35
62 C -1.71 -2.73 1.20  -0.48
63 H -0.63 -2.98 7.13  0.35
64 H 1.63 -2.63 0.59  0.52
65 C -9.30 6.53 1.94  -0.69
66 C -5.53 2.79 1.04  -0.72
67 C 0.16 2.48 -0.54  0.05
68 H 3.92 -6.95 -3.68  0.29
69 H -1.87 -4.72 8.39  0.35
70 H -3.81 7.13 -7.01  0.35
71 C -7.48 6.43 3.51  -0.50
72 H -0.25 -4.24 0.74  0.45
73 C -9.24 7.92 1.95  -0.30
74 F -1.10 0.83 1.52  -0.40
75 C -6.86 2.97 1.41  -0.22
76 H -4.11 -5.67 4.84  0.40
77 H -4.88 5.25 -5.79  0.36
78 H -2.53 -3.43 1.27  0.31
79 F -2.90 -3.92 3.36  -0.20
80 C 4.71 -4.11 -1.30  -0.37
81 C -4.80 1.74 1.58  -0.24
82 H -1.41 7.67 -6.58  0.41
83 H -7.18 0.42 3.62  0.41
84 H 2.00 2.16 -3.38  0.45
85 C -3.10 4.74 -4.70  -0.61
86 C -5.39 0.88 2.51  -0.39
87 C -1.90 6.85 -6.06  -0.42
88 O 10.78 -4.43 -2.45  -0.27
89 F 1.16 0.58 -1.50  -0.26
90 H -3.77 1.59 1.29  0.44
91 H -8.26 9.65 2.79  0.40
92 H 4.29 -3.74 -0.30  0.24
93 H 9.88 -1.64 -1.92  0.34
94 H -9.93 8.50 1.34  0.36
95 C 0.40 4.61 -1.65  -0.49
96 C -8.42 5.78 2.72  -0.20
97 C 1.41 2.64 -2.60  -0.42
98 H -4.82 0.06 2.93  0.43
99 F 0.12 6.38 -4.93  -0.29
100 C -8.31 8.57 2.76  -0.45
101 C -1.76 5.04 -4.47  0.17
102 H 6.02 -5.79 -4.97  0.31
103 H -2.92 -1.00 1.66  0.19
104 C -1.39 -3.58 6.63  -0.44

Calculated values
* spin multiplicity: 1
* strongest force on any atom: 4.76 eV/Å
* ΔE to the lowest compared entry with this formula, charge and spin: 6.426 eV
* energy: -85475.437 eV
* total charge: -1
* HOMO-LUMO gap: 4.892 eV
* LUMO energy: 1.71 eV
* HOMO level: -3.19 eV

Record 3
Molecular formula: C49H42IN5O17P
Method: DFT, the ωB97M-V functional and the def2-TZVPD basis

Each line ends with the Mulliken charge.
Geometry (Å):
1 O -4.43 -1.04 -4.34  -0.58
2 H -6.12 -7.85 -5.13  0.34
3 C 8.75 -4.56 -4.76  0.42
4 I -2.32 -2.50 -1.91  0.31
5 O -6.68 3.04 -1.82  -0.57
6 C -0.88 10.27 5.74  0.27
7 C -1.78 9.52 4.84  -0.43
8 O 0.96 -5.71 -3.90  -0.26
9 H 6.23 -10.82 -1.01  0.41
10 H 1.01 -7.64 -6.06  0.30
11 O 11.03 -4.48 -8.15  -0.53
12 H 7.22 -3.61 -5.99  0.42
13 C -2.92 3.09 0.73  0.28
14 N -5.98 -6.29 -2.66  -0.50
15 H -0.17 -9.52 -4.47  0.41
16 C 7.79 -7.92 -2.05  0.32
17 C -3.02 -6.08 -4.01  0.57
18 C -0.38 13.47 8.73  -0.27
19 H 0.79 0.92 5.22  0.43
20 H -3.43 -7.79 -4.96  0.26
21 C 0.73 8.42 5.66  -0.56
22 H -1.08 3.36 1.90  0.54
23 H -2.80 3.23 4.29  0.40
24 C 0.15 -8.50 -4.17  -0.70
25 H -1.69 5.61 2.76  0.38
26 O -3.92 6.79 2.14  -0.56
27 C -3.62 5.69 1.72  0.66
28 C 7.59 -9.27 -1.48  -0.45
29 C -5.98 -0.32 -2.72  -0.28
30 C -1.45 8.32 4.38  -0.20
31 H -2.35 13.42 12.15  0.41
32 H -1.56 -6.18 -5.49  0.30
33 H 2.08 -8.74 -5.12  0.32
34 N -1.94 -5.65 -4.71  -0.16
35 C -2.42 0.58 6.47  0.28
36 H -0.65 -3.23 -5.56  0.23
37 P -5.14 -7.70 -3.20  0.14
38 C 1.88 -6.67 -4.37  0.44
39 C -4.53 4.94 0.82  -0.49
40 C -6.55 0.71 -2.09  -0.36
41 H -4.86 3.35 -3.64  0.46
42 C -0.17 7.67 4.75  0.54
43 H -5.80 -5.53 -3.32  0.25
44 O 1.53 13.96 10.02  -0.55
45 C -4.57 1.29 -4.07  -0.43
46 O 3.04 -6.51 -4.29  -0.57
47 C -0.45 13.70 11.26  -0.36
48 H 1.70 -4.21 -5.18  0.49
49 H -6.25 -1.35 -2.51  0.44
50 C -3.05 1.68 5.71  -0.51
51 H -7.31 0.57 -1.33  0.45
52 C -6.17 2.11 -2.40  0.30
53 N -1.53 -4.51 -4.16  0.34
54 H -6.99 -6.44 -2.61  0.32
55 H 0.09 13.89 12.17  0.41
56 C 1.32 -7.95 -5.04  -0.27
57 C -2.34 5.05 2.10  -0.14
58 H 6.75 -6.23 -2.99  0.59
59 H -2.71 10.01 4.57  0.46
60 H -2.10 7.75 3.72  0.41
61 H 1.05 10.19 6.78  0.45
62 C 6.59 -7.21 -2.57  -0.36
63 H -3.81 1.43 -4.83  0.42
64 H -0.74 -7.86 -4.34  -0.17
65 N -3.25 -5.18 -3.05  -0.53
66 C -0.35 -3.76 -4.64  -0.69
67 C -0.97 0.34 6.25  -0.38
68 C 8.23 -3.99 -6.02  -0.36
69 C 6.39 -9.83 -1.43  -0.41
70 H -0.53 -0.47 6.82  0.41
71 C 0.40 9.63 6.12  -0.36
72 H 8.48 -9.77 -1.11  0.43
73 H 11.89 -5.46 -5.90  0.42
74 C -1.76 13.45 11.24  -0.34
75 C -2.34 -4.19 -3.15  0.03
76 C -2.01 3.84 1.64  -0.56
77 O -2.62 1.99 0.32  -0.61
78 C 0.34 13.73 10.00  0.37
79 H 0.49 -5.35 -5.88  0.36
80 H 0.21 13.50 7.83  0.45
81 O -3.67 12.96 9.96  -0.55
82 C 10.88 -5.07 -5.87  -0.35
83 H 10.50 -5.51 -3.83  0.45
84 C -0.27 1.08 5.40  -0.43
85 C -4.20 3.73 0.36  -0.33
86 H 1.66 7.94 5.92  0.42
87 C -1.69 13.22 8.72  -0.39
88 H 8.61 -3.56 -8.06  0.40
89 C -4.95 -0.10 -3.76  0.38
90 H -2.23 13.04 7.80  0.47
91 O -3.06 -0.09 7.25  -0.54
92 H -4.11 1.84 5.88  0.43
93 H 4.49 -7.29 -2.89  0.52
94 C -5.13 2.32 -3.43  -0.20
95 C 0.77 -4.77 -4.97  -0.61
96 C -0.90 2.18 4.63  0.48
97 O -6.16 -8.42 -4.33  -0.50
98 O 0.13 6.57 4.34  -0.53
99 H -0.06 -3.09 -3.81  0.34
100 C 8.97 -3.97 -7.13  -0.35
101 H 0.35 -8.48 -3.09  0.34
102 C 10.35 -4.51 -7.14  0.32
103 C 10.13 -5.10 -4.77  -0.29
104 C 5.19 -9.13 -1.94  0.36
105 N -3.74 -7.19 -4.20  -0.18
106 O -0.26 2.85 3.85  -0.54
107 O -1.18 11.37 6.16  -0.48
108 O 8.89 -7.41 -2.10  -0.51
109 C -2.35 2.42 4.85  -0.02
110 H -4.84 3.17 -0.30  0.32
111 C 5.38 -7.78 -2.52  -0.27
112 O 8.08 -4.58 -3.75  -0.56
113 C -2.48 13.19 9.97  0.35
114 O 4.09 -9.64 -1.90  -0.57
115 H -5.46 5.42 0.55  0.47

Calculated values
* spin multiplicity: 1
* strongest force on any atom: 3.41 eV/Å
* ΔE to the lowest compared entry with this formula, charge and spin: 1.399 eV
* energy: -111126.807 eV
* total charge: +1
* HOMO-LUMO gap: 7.056 eV
* LUMO energy: -3.75 eV
* HOMO level: -10.80 eV

Record 4
Molecular formula: C49H42NP3Pt
Method: DFT, the ωB97M-V functional and the def2-TZVPD basis

Each line ends with the Mulliken charge.
Geometry (Å):
1 H 1.86 -1.57 -2.21  0.39
2 H 3.52 -0.94 -2.01  0.46
3 C 4.32 -3.63 1.42  -0.82
4 H 1.27 -5.10 1.52  0.37
5 C 2.61 -2.12 0.64  -0.08
6 C -1.93 -3.94 1.94  -0.10
7 C 0.63 2.68 3.15  0.31
8 C -0.89 2.35 4.98  -0.35
9 C -2.20 -2.24 6.28  -0.66
10 C 2.03 0.34 5.71  -0.58
11 C -0.10 1.82 3.96  0.07
12 C 3.84 -1.22 6.01  -0.72
13 H -1.43 -6.03 1.87  0.40
14 P 2.07 -0.54 -0.06  1.85
15 H -2.37 -1.86 1.73  0.03
16 C 3.29 0.66 0.55  -0.21
17 H -4.32 -2.54 6.28  0.36
18 C 3.35 -1.99 4.96  -0.39
19 H 4.71 -1.63 0.76  0.45
20 H -2.02 -2.92 7.11  0.41
21 P 0.06 0.03 3.68  1.28
22 C -1.57 -5.12 1.30  -0.77
23 H -1.46 1.69 5.62  0.44
24 C -2.11 -2.78 1.21  -0.16
25 Pt -0.14 0.07 0.39  2.40
26 H 2.16 0.16 -2.39  0.48
27 C -1.94 -2.77 -0.16  0.33
28 H 3.78 1.52 -1.36  0.35
29 C 3.36 -4.61 1.64  -0.74
30 H 0.60 -2.88 0.69  -0.42
31 C -3.96 -1.18 -4.73  -0.66
32 C -1.55 -3.95 -0.80  -0.52
33 C -2.63 -0.52 4.16  0.22
34 H 1.82 -2.18 3.46  0.31
35 H -1.09 -6.03 -0.59  0.37
36 H -2.06 -3.92 3.02  0.43
37 C -2.06 0.63 0.72  -1.73
38 C 1.65 -3.10 0.87  0.60
39 C 2.20 -1.60 4.30  -0.68
40 H -1.96 2.23 2.17  0.26
41 H -4.36 2.73 2.09  0.43
42 H -5.84 -3.60 -3.28  0.40
43 P -2.00 -1.23 -1.15  -0.16
44 H -2.81 0.15 3.32  0.05
45 C 4.99 2.60 1.60  -0.72
46 C 2.46 -0.73 -1.84  -1.62
47 C 3.50 0.74 1.92  -0.11
48 H 5.36 -3.84 1.65  0.43
49 C 0.57 4.05 3.34  -0.84
50 H -3.88 -0.62 -5.65  0.39
51 H 1.14 4.71 2.70  0.44
52 H -0.27 5.64 4.50  0.38
53 H 3.57 0.56 7.18  0.39
54 H 3.87 -2.89 4.65  0.44
55 H -1.57 4.13 5.97  0.44
56 C -0.95 3.72 5.18  -0.85
57 C -3.49 -2.03 5.82  -0.75
58 C -1.33 -0.73 4.61  0.33
59 C -4.31 0.19 -0.14  -0.32
60 H 1.53 1.25 6.00  0.42
61 C 3.18 -0.05 6.38  -0.70
62 H -4.96 -0.37 -0.81  0.42
63 C 3.95 -2.40 0.92  -0.32
64 C -3.96 1.93 1.48  -0.44
65 N 0.27 -0.50 2.24  -1.01
66 C -5.06 -2.85 -3.40  -0.72
67 C -2.94 -0.08 -0.10  1.78
68 H 3.65 -5.58 2.03  0.41
69 H 5.65 3.36 2.01  0.40
70 H 4.50 1.75 3.52  0.49
71 H 3.00 0.05 2.58  0.47
72 H 1.23 2.26 2.34  0.28
73 C 4.78 2.53 0.23  -0.72
74 C -3.07 -0.95 -3.69  -0.32
75 H 5.28 3.22 -0.43  0.40
76 H -2.29 -0.21 -3.81  0.37
77 H -0.12 -1.77 6.06  0.42
78 C 4.35 1.70 2.45  -0.57
79 C -2.60 1.65 1.52  -0.16
80 C -1.12 -1.59 5.68  -1.05
81 C -4.17 -2.62 -2.36  -0.21
82 C -0.22 4.57 4.36  -0.58
83 C 2.02 -4.35 1.35  -0.08
84 C -1.38 -5.12 -0.08  -0.68
85 H -5.65 -2.32 -5.39  0.38
86 H -4.26 -3.18 -1.44  0.44
87 C -4.82 1.20 0.67  -0.94
88 H -4.70 -0.99 4.38  0.45
89 C -3.17 -1.66 -2.50  0.03
90 H 4.75 -1.52 6.52  0.38
91 H -1.38 -3.96 -1.87  0.48
92 C 3.94 1.56 -0.29  -0.94
93 C -3.70 -1.16 4.75  -0.58
94 C -4.96 -2.13 -4.58  -0.44
95 H -5.88 1.42 0.64  0.39
96 C 1.53 -0.44 4.67  0.29

Calculated values
* spin multiplicity: 1
* strongest force on any atom: 0.77 eV/Å
* ΔE to the lowest compared entry with this formula, charge and spin: 0.781 eV
* energy: -84098.440 eV
* total charge: 0
* HOMO-LUMO gap (spin up / spin down): 7.160 / 7.179 eV
* LUMO energy (spin up / spin down): 0.11 / 0.13 eV
* HOMO level (spin up / spin down): -7.05 / -7.05 eV